Computed, not measured: an isolated ion of composition C6H12NS and charge +1, with ωB97M-V with the def2-TZVPD basis set.

Output
Frontier orbital gap = 6.90 eV
F_max = 0.1341 hartree/bohr
Total charge = +1
LUMO level = -5.64 eV

XYZ file:
```
20
Properties=species:S:1:pos:R:3:forces:R:3
S -2.62688 -0.40758 -0.52097 1.11 0.28 -0.91
N 0.36534 0.27355 -0.67590 2.14 -2.18 2.85
C 2.73540 -0.10309 0.22195 -2.04 -1.61 0.63
C 1.84314 0.51336 -0.80747 -1.67 2.57 1.45
C -1.95295 -1.23095 1.87743 6.38 1.47 2.15
C -1.66376 -0.30064 0.80312 -3.76 -1.56 -1.38
C -0.45171 0.88501 -1.45315 -1.95 0.11 -2.16
C -1.82183 0.65252 -1.62262 1.53 -1.04 2.80
H -2.73018 -1.85213 1.82436 -3.09 -2.37 -0.63
H 3.62697 -0.26110 -0.26846 2.13 -0.77 -0.88
H 2.13570 0.20922 -1.78013 0.27 0.17 -1.01
H 2.95976 0.53941 1.01398 0.04 1.06 1.36
H 2.36732 -1.06488 0.66223 0.30 0.62 -0.58
H -2.04474 -0.47288 2.64238 -0.35 -0.49 1.26
H 0.03449 -0.49539 0.01639 0.93 1.76 -1.75
H 1.85171 1.65433 -0.58473 0.58 -1.76 -1.22
H -1.32099 0.67428 0.95097 1.48 1.01 0.46
H -0.95114 -1.86262 2.18429 -2.39 1.44 -0.64
H -2.41035 1.11655 -2.31007 -1.28 1.27 -1.87
H 0.05471 1.53303 -2.17359 -0.37 0.03 0.09
```
Positions in Å, forces in eV/Å.

The computed Mulliken charges, all in e, follow:
1 S 0.0581
2 N -0.1172
3 C -1.2523
4 C -0.3964
5 C -0.9049
6 C -0.3810
7 C 0.1483
8 C -0.6343
9 H 0.4875
10 H 0.3780
11 H 0.3749
12 H 0.3484
13 H 0.3152
14 H 0.3080
15 H 0.2297
16 H 0.3325
17 H 0.5864
18 H 0.2544
19 H 0.4872
20 H 0.3777